[1]
Here is C5H10ClP in the gas phase from OMol25. Energies are from wB97M-V/def2-TZVPD.

Geometry (Å):
H: 2.035623 -1.692971 0.987012
H: 1.516889 0.533917 -0.161340
H: 1.809326 -1.192004 -1.836355
C: 1.059875 -1.312778 0.897765
C: -0.625425 2.154370 0.896058
H: 0.504713 -0.030963 -2.263515
H: 0.412109 -2.213027 0.928030
H: -0.257511 3.110224 0.282903
P: -1.091132 0.696583 -0.106826
H: 0.829485 -0.894398 1.877866
H: -1.552242 2.350935 1.421980
C: 0.767487 -0.287360 -0.259238
C: 0.803451 -0.902414 -1.621775
Cl: -3.603942 -0.798889 -0.854652
H: 0.144090 -1.864994 -1.659660
H: 0.135770 1.748246 1.590776
C: -2.888562 0.595530 -0.119026

Cartesian forces, eV/Å:
1.6 -0.1 -0.5
-0.9 -0.2 -0.2
0.7 -0.3 -0.4
-2.6 0.5 0.4
0.6 0.9 -1.0
0.1 -1.5 -0.3
0.1 0.5 -0.7
-0.7 -2.3 1.4
-0.3 -0.3 0.0
0.1 0.5 0.0
0.1 0.5 0.3
-0.9 -0.6 1.7
-1.5 -0.2 -0.2
0.1 0.0 0.1
0.9 2.0 -0.3
-0.3 0.8 -0.2
3.0 -0.2 -0.1

Computed properties:
Net charge ... 0
Lowest unoccupied orbital energy ... -0.1106 eV
Frontier orbital gap ... 8.2 eV
ΔE to the lowest compared entry with this formula, charge and spin ... 296.48 kJ/mol
Structure (SMILES) ... CC(C)P(C)#CCl
HOMO level ... -8.31 eV

=====

[2]
Here is a molecular structure, C16H19BrMn from OMol25. Energies are from wB97M-V/def2-TZVPD.

Geometry (Å):
H: 1.724197 3.010484 -1.538696
C: -2.651259 0.550496 -1.547573
H: -0.473540 0.388447 -4.200379
C: 2.296379 -2.276547 2.232323
H: 0.853812 -1.830119 4.561650
C: 0.576235 -1.178955 3.704791
H: 2.480506 -2.795048 1.266322
H: 2.477149 0.490066 -1.056403
C: 0.422273 2.106415 -3.087779
Br: 0.683835 1.635080 0.958508
C: 0.420145 -0.988277 1.228752
H: 1.188410 -0.252319 3.756201
H: -2.557011 0.231780 0.650891
H: -1.829636 2.789269 0.765144
C: 0.217498 0.750954 -3.459879
C: -0.051988 -3.177822 2.311577
C: -1.963244 2.727811 -1.439275
H: -0.493574 -0.895896 3.811249
H: 1.163242 -1.107926 -2.731419
H: -2.924560 -0.420914 -1.916339
C: 1.386390 2.140494 -2.071042
H: -2.394986 1.743601 -3.390863
C: 0.084418 -0.198686 0.246923
C: -2.071934 2.245314 -0.126910
H: -1.651967 3.718226 -1.720938
Mn: -0.430541 1.012435 -1.259066
C: 1.091514 -0.038270 -2.699001
H: -0.085215 2.957488 -3.504988
H: 0.101567 -3.708254 1.346967
C: 1.792394 0.806897 -1.819927
C: -2.465796 0.896920 -0.186702
C: -2.350617 1.681891 -2.318602
H: 2.929579 -1.363145 2.263644
H: 2.612053 -2.950663 3.057830
H: 0.212924 -3.871174 3.138973
H: -1.130163 -2.921322 2.400733
C: 0.811513 -1.908730 2.373303

Cartesian forces, eV/Å:
0.1 0.1 0.0
0.7 -0.3 -0.1
0.0 0.0 -0.1
0.5 0.0 -0.2
-0.1 0.3 -0.5
-0.2 0.5 0.4
-0.1 0.3 0.6
0.1 0.0 0.0
0.0 -0.4 -0.9
1.1 2.0 1.8
-1.0 0.5 -2.4
-0.4 -0.6 0.0
-0.1 -0.1 0.1
0.0 0.1 0.1
0.0 0.8 -0.4
-0.4 -0.4 -0.2
-0.3 -0.3 -0.7
0.7 -0.2 0.0
0.0 -0.2 0.0
-0.1 -0.1 -0.1
0.0 -0.4 0.3
0.0 0.0 -0.1
0.8 -2.8 2.7
-0.1 -0.4 0.3
0.0 0.1 0.0
-0.1 -0.6 -0.3
-0.5 -0.2 0.8
0.0 0.0 0.0
-0.1 0.3 0.6
0.3 0.3 -0.2
0.0 0.2 0.3
-0.5 0.8 0.0
-0.4 -0.6 0.0
-0.2 0.4 -0.4
-0.1 0.4 -0.4
0.7 -0.2 -0.1
-0.2 0.6 -0.7

Computed properties:
Spin multiplicity ... 4
Net charge ... 0
Lowest unoccupied orbital energy (spin up / spin down) ... 0.1745 / -0.4072 eV
Frontier orbital gap (spin up / spin down) ... 7.2 / 7.8 eV
HOMO level (spin up / spin down) ... -7.03 / -8.23 eV